C27H40Cl2N3O4V | ωB97M-V/def2-TZVPD

```
77
C27H40Cl2N3O4V | the Open Molecules 2025 dataset | ωB97M-V/def2-TZVPD
O 2.023 0.315 -3.224
C 0.878 0.540 -3.628
C 0.323 1.858 -3.958
C 0.839 3.009 -3.319
H 1.303 2.981 -2.320
C 0.863 4.180 -4.071
H 1.445 5.037 -3.706
C 0.220 4.187 -5.323
H 0.314 5.064 -5.956
C -0.533 3.096 -5.800
H -1.039 3.119 -6.761
C -0.544 1.926 -5.059
H -1.090 1.021 -5.325
H 0.117 -0.256 -3.569
C -1.967 -1.265 -2.093
C -1.730 0.020 -1.389
H -2.686 -1.137 -2.922
H -2.352 -2.008 -1.371
H -1.113 -1.735 -2.599
C -2.287 1.238 -1.667
C -3.683 1.232 -2.244
H -1.735 2.178 -1.685
H -3.673 1.541 -3.297
H -4.364 1.873 -1.677
H -4.132 0.232 -2.267
V -1.417 0.036 0.424
Cl -3.687 0.032 0.795
C -1.472 0.106 3.187
O -0.841 -0.514 2.286
N -1.109 -0.073 4.462
C -0.309 -1.238 4.875
C -1.725 0.737 5.489
H -2.305 0.813 2.965
H 0.283 -1.627 4.029
H -0.970 -2.032 5.277
H 0.357 -0.910 5.687
H -1.938 1.722 5.049
H -1.034 0.833 6.336
H -2.676 0.287 5.816
H 5.188 1.442 -1.654
H 4.640 2.429 0.288
C 4.110 1.446 -1.875
C 3.707 1.912 0.542
N 3.350 1.148 -0.649
H 3.882 0.696 -2.645
C 2.484 0.110 -0.574
O 1.492 0.015 0.173
H 3.871 1.225 1.389
H 2.743 -0.706 -1.291
H 3.817 2.439 -2.261
H 2.924 2.653 0.784
H -0.074 -5.387 0.705
H 2.175 -5.286 -0.916
C -0.517 -4.839 -0.138
C 1.506 -4.689 -1.562
N 0.495 -4.001 -0.766
H -1.318 -4.192 0.231
C 0.425 -2.656 -0.640
O -0.517 -2.099 -0.033
H 2.104 -3.954 -2.118
H 1.242 -2.084 -1.120
H -0.908 -5.549 -0.878
H 1.012 -5.365 -2.284
Cl -0.947 5.052 1.226
C -0.035 3.970 2.195
C 0.492 4.423 3.406
C 1.319 3.578 4.163
C 1.643 2.305 3.690
C 1.073 1.853 2.504
C 0.159 2.628 1.764
C -0.543 2.092 0.587
H 0.245 5.435 3.729
H 1.729 3.946 5.100
H 2.339 1.669 4.247
H 1.358 0.885 2.096
H -0.139 2.473 -0.359
H -1.647 2.213 0.621
```

Its LUMO energy (spin up / spin down) is 2.2 / 2.2 eV. Its net charge is -1. Its HOMO-LUMO gap (spin up / spin down) is 3.01 / 6.34 eV. As for the multiplicity: 4.

Want to see where the charge sits? The Mulliken charges in e are:
1 O -0.595
2 C -0.536
3 C 0.605
4 C -0.027
5 H 0.512
6 C -1.028
7 H 0.333
8 C -0.289
9 H 0.318
10 C -0.720
11 H 0.336
12 C -0.224
13 H 0.376
14 H -0.001
15 C -1.400
16 C 1.391
17 H 0.514
18 H 0.362
19 H 0.123
20 C -0.197
21 C -1.836
22 H 0.521
23 H 0.382
24 H 0.329
25 H 0.395
26 V 0.223
27 Cl -0.614
28 C -0.226
29 O -0.291
30 N 0.469
31 C -0.881
32 C -0.966
33 H 0.476
34 H 0.204
35 H 0.295
36 H 0.334
37 H 0.330
38 H 0.288
39 H 0.314
40 H 0.406
41 H 0.419
42 C -1.034
43 C -0.914
44 N 0.444
45 H 0.372
46 C -0.627
47 O -0.262
48 H 0.270
49 H 0.383
50 H 0.343
51 H 0.210
52 H 0.317
53 H 0.304
54 C -1.013
55 C -0.911
56 N 0.308
57 H 0.261
58 C 0.526
59 O -0.751
60 H 0.282
61 H -0.215
62 H 0.336
63 H 0.307
64 Cl -0.233
65 C 0.740
66 C -0.518
67 C -0.697
68 C -0.906
69 C 0.299
70 C 0.447
71 C -2.597
72 H 0.410
73 H 0.348
74 H 0.402
75 H 0.572
76 H 0.304
77 H 1.063

C14H17N3PtSe | ωB97M-V/def2-TZVPD

```
36
C14H17N3PtSe | the Open Molecules 2025 dataset | ωB97M-V/def2-TZVPD
C 3.013 -0.450 -0.648
C 1.205 1.767 -1.522
H 3.427 0.313 0.032
H 3.443 -0.240 -1.644
H 3.320 -1.424 -0.308
H 0.289 2.215 -1.903
H 1.632 2.361 -0.711
H 1.953 1.699 -2.326
C 1.549 0.140 2.037
C 1.269 0.200 3.392
C -0.028 0.445 3.825
C -1.028 0.560 2.861
H 2.537 -0.075 1.663
H 2.102 0.082 4.075
H -0.281 0.419 4.879
H -2.065 0.735 3.130
N 0.587 0.216 1.097
C -0.699 0.449 1.499
C -1.687 0.477 0.436
N -1.201 0.166 -0.797
C -2.050 0.170 -1.835
C -3.882 0.887 -0.448
C -3.413 0.476 -1.700
H -1.599 -0.087 -2.791
H -4.055 0.452 -2.582
C -3.021 0.866 0.631
H -3.313 1.208 1.624
H -4.906 1.231 -0.318
Pt 1.108 -0.079 -0.927
C 0.888 -1.009 -2.763
H 0.808 -0.314 -3.604
H -0.056 -1.546 -2.694
H 1.700 -1.725 -2.899
Se 0.614 -4.780 1.366
C 0.846 -3.370 0.292
N 0.996 -2.436 -0.418
```

Its LUMO energy (spin up / spin down) is 0.2 / -3.9 eV. Its net charge is 0. The value obtained for the energy above the lowest of the compared OMol25 structures with the same formula, charge and spin is 36.7 kcal/mol. Its HOMO-LUMO gap (spin up / spin down) is 4.85 / 4.27 eV. As for the multiplicity: 3.

Want to see where the charge sits? The Mulliken charges in e are:
1 C -1.407
2 C -1.166
3 H 0.496
4 H 0.299
5 H 0.357
6 H 0.302
7 H 0.299
8 H 0.356
9 C -0.153
10 C -0.770
11 C -0.598
12 C -0.906
13 H 0.262
14 H 0.404
15 H 0.393
16 H 0.255
17 N -0.186
18 C 0.395
19 C 0.848
20 N -0.163
21 C -0.010
22 C -0.353
23 C -0.921
24 H 0.366
25 H 0.363
26 C -1.035
27 H 0.252
28 H 0.409
29 Pt 2.260
30 C -1.554
31 H 0.346
32 H 0.397
33 H 0.380
34 Se 0.139
35 C 0.094
36 N -0.453

C5H10O2 | ωB97M-V/def2-TZVPD

```
17
C5H10O2 | the Open Molecules 2025 dataset | ωB97M-V/def2-TZVPD
O -0.745 -2.359 1.747
C 0.134 -1.281 1.589
C -0.433 -0.325 0.447
C 0.571 0.775 0.358
C 0.250 1.635 -1.063
C -0.277 0.495 -1.913
O -0.496 -0.862 -0.858
H -0.923 -2.618 0.833
H 1.164 -1.619 1.354
H 0.197 -0.773 2.576
H -1.434 0.000 0.801
H 1.535 0.285 0.159
H 0.599 1.332 1.305
H 1.200 2.076 -1.409
H -0.480 2.446 -0.908
H 0.417 0.154 -2.688
H -1.285 0.611 -2.299
```

Its LUMO energy is 1.0 eV. Its net charge is 0. The value obtained for the energy above the lowest of the compared OMol25 structures with the same formula, charge and spin is 64.7 kcal/mol. Its HOMO-LUMO gap is 10.66 eV. As for the multiplicity: 1.

Want to see where the charge sits? The Mulliken charges in e are:
1 O -0.510
2 C -0.669
3 C 0.451
4 C -0.890
5 C -0.538
6 C -0.337
7 O -0.537
8 H 0.348
9 H 0.333
10 H 0.315
11 H 0.184
12 H 0.332
13 H 0.405
14 H 0.298
15 H 0.290
16 H 0.256
17 H 0.269

C4H5NO | ωB97M-V/def2-TZVPD

```
11
C4H5NO | the Open Molecules 2025 dataset | ωB97M-V/def2-TZVPD
O -1.215 1.525 -0.725
C -0.958 0.352 -0.044
C -0.210 -0.781 -0.588
C 0.272 -0.073 0.739
C 1.695 -0.086 0.523
N 2.763 -0.491 0.319
H -0.521 2.158 -0.519
H -1.814 0.009 0.538
H -0.517 -1.818 -0.630
H 0.473 -0.485 -1.389
H 0.034 -0.311 1.777
```

Its LUMO energy is 0.6 eV. Its net charge is 0. The value obtained for the energy above the lowest of the compared OMol25 structures with the same formula, charge and spin is 57.0 kcal/mol. Its HOMO-LUMO gap is 10.81 eV. As for the multiplicity: 1.

Want to see where the charge sits? The Mulliken charges in e are:
1 O -0.541
2 C 0.162
3 C -0.566
4 C -0.139
5 C 0.077
6 N -0.463
7 H 0.317
8 H 0.320
9 H 0.260
10 H 0.251
11 H 0.322

C47H29Cl5N4O5STi | ωB97M-V/def2-TZVPD

```
92
C47H29Cl5N4O5STi | the Open Molecules 2025 dataset | ωB97M-V/def2-TZVPD
Ti 0.099 0.234 0.052
Cl 8.092 -4.186 -1.946
C 6.525 -3.540 -1.558
C 6.409 -2.216 -1.163
C 5.158 -1.706 -0.862
C 4.011 -2.502 -0.951
C 4.161 -3.832 -1.337
C 5.410 -4.354 -1.643
C 2.719 -1.866 -0.612
C 1.681 -1.812 -1.535
C 1.556 -2.614 -2.728
C 0.341 -2.357 -3.267
C -0.271 -1.312 -2.489
C -1.424 -0.628 -2.834
C -2.244 -1.128 -3.965
C -1.785 -1.165 -5.278
C -2.590 -1.639 -6.304
C -3.868 -2.081 -6.009
Cl -4.889 -2.663 -7.295
C -4.349 -2.059 -4.710
C -3.539 -1.577 -3.696
C -1.898 0.544 -2.190
N -1.353 1.089 -1.058
C -1.981 2.278 -0.820
C -1.827 3.041 0.367
C -2.555 4.333 0.485
C -3.942 4.387 0.603
C -4.599 5.600 0.745
C -3.860 6.771 0.760
Cl -4.678 8.297 0.943
C -2.481 6.747 0.641
C -1.837 5.526 0.508
C -1.165 2.576 1.498
C -1.455 3.005 2.854
C -0.895 2.098 3.688
C -0.161 1.157 2.869
N -0.343 1.488 1.544
C 0.687 0.171 3.332
C 1.587 -0.569 2.516
C 2.710 -1.307 2.960
C 3.357 -1.774 1.836
C 2.595 -1.353 0.714
N 1.541 -0.611 1.148
C 0.602 -0.182 4.777
C -0.387 -1.092 5.154
C -0.550 -1.451 6.482
C 0.281 -0.891 7.439
Cl 0.072 -1.325 9.113
C 1.271 0.010 7.089
C 1.427 0.359 5.754
C -2.927 2.517 -1.856
C -2.890 1.429 -2.695
N 0.551 -1.028 -1.413
H 7.289 -1.591 -1.107
H 5.040 -0.667 -0.581
H 3.298 -4.484 -1.372
H 5.519 -5.388 -1.939
H 2.291 -3.310 -3.092
H -0.102 -2.814 -4.136
H -0.789 -0.804 -5.506
H -2.234 -1.661 -7.325
H -5.345 -2.424 -4.496
H -3.884 -1.578 -2.671
H -4.504 3.461 0.602
H -5.675 5.635 0.847
H -1.922 7.673 0.648
H -0.759 5.489 0.419
H -2.063 3.854 3.123
H -0.946 2.072 4.765
H 2.996 -1.448 3.991
H 4.250 -2.376 1.793
H -1.040 -1.507 4.394
H -1.321 -2.152 6.771
H 1.904 0.441 7.853
H 2.197 1.068 5.473
H -3.558 3.386 -1.941
H -3.481 1.271 -3.582
Cl 1.982 0.948 -3.915
C 2.054 2.259 -2.709
C 2.344 1.666 -1.311
O 3.492 1.454 -0.981
O 1.293 1.519 -0.561
H 1.094 2.768 -2.719
H 2.863 2.915 -3.010
C -0.355 -3.417 0.923
S -1.723 -2.282 0.721
O -2.615 -2.515 1.829
O -2.275 -2.476 -0.595
O -1.086 -0.917 0.850
H -0.765 -4.413 0.776
H 0.033 -3.297 1.933
H 0.405 -3.195 0.179
```

Its LUMO energy (spin up / spin down) is 1.3 / 0.9 eV. Its net charge is -1. Its HOMO-LUMO gap (spin up / spin down) is 4.64 / 5.48 eV. As for the multiplicity: 2.

Want to see where the charge sits? The Mulliken charges in e are:
1 Ti -2.242
2 Cl -0.243
3 C 0.441
4 C -1.015
5 C 0.054
6 C -0.400
7 C 0.012
8 C -1.089
9 C 1.233
10 C -0.542
11 C -1.701
12 C -1.338
13 C 0.147
14 C 1.316
15 C -0.735
16 C 0.144
17 C -0.989
18 C 0.384
19 Cl -0.242
20 C -0.989
21 C -0.017
22 C 0.091
23 N 1.412
24 C 0.293
25 C 1.644
26 C -1.065
27 C 0.198
28 C -0.966
29 C 0.466
30 Cl -0.239
31 C -0.952
32 C -0.007
33 C -0.021
34 C -1.501
35 C -1.758
36 C -0.010
37 N 1.278
38 C 1.788
39 C 0.099
40 C -1.664
41 C -1.396
42 C -0.011
43 N 1.365
44 C -1.217
45 C 0.073
46 C -0.980
47 C 0.461
48 Cl -0.239
49 C -0.916
50 C 0.364
51 C -1.503
52 C -1.773
53 N 1.913
54 H 0.415
55 H 0.491
56 H 0.599
57 H 0.403
58 H 0.744
59 H 0.702
60 H 0.560
61 H 0.399
62 H 0.400
63 H 0.537
64 H 0.516
65 H 0.400
66 H 0.401
67 H 0.507
68 H 0.522
69 H 0.524
70 H 0.574
71 H 0.603
72 H 0.608
73 H 0.432
74 H 0.404
75 H 0.473
76 H 0.620
77 H 0.559
78 Cl -0.204
79 C -0.344
80 C 0.560
81 O -0.635
82 O -0.452
83 H 0.131
84 H 0.501
85 C -0.502
86 S 1.249
87 O -0.782
88 O -0.620
89 O -0.351
90 H 0.488
91 H 0.224
92 H -0.074

C16H26CaN7O6 | ωB97M-V/def2-TZVPD

```
56
C16H26CaN7O6 | the Open Molecules 2025 dataset | ωB97M-V/def2-TZVPD
Ca -0.152 -0.084 -0.449
O 2.275 -1.819 0.780
C 1.620 -3.092 0.771
C 1.186 -3.452 -0.635
N 0.138 -2.567 -1.161
C 0.382 -2.239 -2.581
C 1.502 -1.166 -2.709
O 2.196 -1.108 -3.703
O 1.607 -0.389 -1.657
C -1.209 -3.002 -0.756
C -1.594 -2.525 0.677
O -2.250 -3.271 1.389
O -1.172 -1.339 0.968
H 2.048 -1.382 -0.061
H 0.770 -3.077 1.456
H 2.335 -3.835 1.131
H 0.850 -4.497 -0.674
H 2.063 -3.362 -1.280
H -0.524 -1.821 -3.020
H 0.671 -3.107 -3.181
H -1.317 -4.091 -0.792
H -1.941 -2.563 -1.437
C 2.292 1.894 0.376
C 1.500 2.939 -0.418
N 0.321 2.378 -1.091
C -0.921 3.133 -0.958
C -1.512 2.991 0.458
N -1.389 1.640 1.012
C -0.791 1.518 2.347
C 0.721 1.782 2.307
N 1.392 1.080 1.206
H 3.070 2.393 0.969
H 2.788 1.227 -0.329
H 2.172 3.424 -1.132
H 1.151 3.726 0.255
H 0.527 2.143 -2.054
H -1.629 2.742 -1.690
H -0.788 4.203 -1.169
H -2.553 3.323 0.437
H -0.988 3.676 1.132
H -2.246 1.106 0.981
H -0.978 0.493 2.670
H -1.248 2.199 3.078
H 1.155 1.511 3.273
H 0.897 2.855 2.187
H 1.871 0.247 1.536
N -3.909 0.851 -1.447
C -2.963 0.358 -2.322
O -1.831 0.065 -1.848
C -3.304 0.237 -3.681
C -2.356 -0.257 -4.624
N -1.596 -0.662 -5.392
C -4.624 0.591 -4.093
N -5.687 0.918 -4.408
H -3.803 0.519 -0.504
H -4.864 0.876 -1.771
```

Its LUMO energy is 2.4 eV. Its net charge is -1. The value obtained for the energy above the lowest of the compared OMol25 structures with the same formula, charge and spin is 19.2 kcal/mol. Its HOMO-LUMO gap is 7.96 eV. As for the multiplicity: 1.

Want to see where the charge sits? The Mulliken charges in e are:
1 Ca 2.431
2 O -0.624
3 C -0.403
4 C -1.164
5 N 0.397
6 C -0.590
7 C 0.513
8 O -0.749
9 O -0.667
10 C -0.506
11 C 0.291
12 O -0.805
13 O -0.768
14 H 0.365
15 H 0.213
16 H 0.409
17 H 0.479
18 H 0.492
19 H 0.178
20 H 0.366
21 H 0.310
22 H 0.212
23 C -0.770
24 C -0.907
25 N 0.064
26 C -0.869
27 C -0.696
28 N 0.008
29 C -0.960
30 C -0.910
31 N -0.007
32 H 0.428
33 H 0.302
34 H 0.452
35 H 0.325
36 H 0.339
37 H 0.187
38 H 0.447
39 H 0.450
40 H 0.363
41 H 0.194
42 H 0.318
43 H 0.496
44 H 0.480
45 H 0.296
46 H 0.346
47 N -0.380
48 C 0.288
49 O -0.853
50 C 0.295
51 C 0.086
52 N -0.652
53 C -0.360
54 N -0.619
55 H 0.216
56 H 0.222